A cluster of 6 separate species, C3H16O6 in total in a non-equilibrium geometry. Source: OMol25; level of theory: ωB97M-V/def2-TZVPD.

Results
Net charge ... -1
⟨S²⟩ ... 0.753
Spin multiplicity ... 2
Gap between HOMO and LUMO (alpha / beta) ... 2.6566 / 7.6910 eV

Each line ends with the Löwdin spin population.
Element x y z (Å)
O -1.439 1.773 1.018  0.22
C -0.534 1.812 0.234  0.40
C -0.584 0.860 -0.952  0.07
C 0.322 1.083 -2.187  0.02
H 0.302 2.540 0.204  0.05
H -1.661 0.990 -1.294  0.03
H -0.525 -0.137 -0.567  0.01
H -0.111 1.950 -2.768  0.01
H 0.404 0.177 -2.824  0.00
H 1.315 1.338 -1.965  0.00
H 1.817 1.071 2.106  0.04
H 1.897 0.483 0.723  0.01
O 1.271 0.725 1.390  0.10
H 0.580 -0.790 2.023  0.01
H -0.944 -1.223 1.776  0.00
O -0.041 -1.550 1.935  0.01
H -0.988 -2.489 -0.945  0.00
H -0.176 -1.938 0.303  0.00
O -0.101 -2.177 -0.691  0.00
H 1.481 -1.502 -0.590  0.00
H 2.740 -1.485 -1.316  0.00
O 2.318 -1.008 -0.679  0.02
H -2.188 0.518 1.333  0.00
H -2.754 -0.489 2.305  0.00
O -2.399 -0.531 1.427  0.01

---

A structure of composition C3H17BeO6 in a non-equilibrium geometry. Source: OMol25; level of theory: ωB97M-V/def2-TZVPD.

Results
Net charge ... +1
ΔE to the lowest compared entry with this formula, charge and spin ... 78.5 kJ/mol
Gap between HOMO and LUMO ... 8.8550 eV

Each line ends with the Mulliken charge.
Element x y z (Å)
Be 1.367 -0.089 0.036  -0.13
C -1.932 -1.302 0.414  -1.30
C -1.531 0.144 0.260  0.36
C -1.927 1.021 1.507  -1.40
O -0.144 0.128 0.095  -0.32
H -1.322 -1.702 1.294  0.17
H -1.759 -1.969 -0.395  0.41
H -2.917 -1.330 0.799  0.46
H -1.992 0.417 -0.734  0.41
H -2.927 1.035 1.891  0.44
H -1.653 1.936 1.105  0.29
H -1.351 0.793 2.351  0.34
O 0.955 2.502 -0.598  -0.55
H 0.065 2.775 -0.476  0.29
H 1.017 2.294 -1.505  0.25
O 1.635 -1.776 0.614  -0.33
H 1.138 -2.444 0.146  0.33
H 1.570 -2.070 1.552  0.35
O -0.692 -0.767 -2.508  -0.63
H -1.009 -0.801 -1.597  0.23
H -1.406 -1.186 -2.983  0.30
O 2.349 0.722 1.062  -0.14
H 2.455 1.680 1.228  0.33
H 3.000 0.365 1.669  0.34
O 2.261 -0.131 -1.367  -0.19
H 2.003 0.589 -2.018  0.32
H 2.748 -0.834 -1.844  0.37

---

A cluster of 4 separate species, C3H17N2O3 in total in a non-equilibrium geometry. Source: OMol25; level of theory: ωB97M-V/def2-TZVPD.

Results
Net charge ... +1
ΔE to the lowest compared entry with this formula, charge and spin ... 153.6 kJ/mol
Gap between HOMO and LUMO ... 10.4630 eV

Each line ends with the Mulliken charge.
Element x y z (Å)
N -0.889 -0.081 0.313  -0.18
C -0.388 -1.219 -0.541  0.30
C -1.186 -2.503 -0.294  -1.16
C 1.168 -1.241 -0.387  -0.86
N 1.664 -0.921 0.972  -0.57
H -0.621 0.732 -0.266  0.11
H -0.309 -0.037 1.156  0.51
H -1.853 -0.151 0.629  0.44
H -0.374 -1.054 -1.614  0.18
H -0.486 -3.239 0.145  0.30
H -1.507 -2.931 -1.238  0.33
H -2.090 -2.365 0.286  0.36
H 1.631 -2.188 -0.709  0.45
H 1.495 -0.509 -1.139  0.39
H 1.838 -1.749 1.524  0.20
H 2.489 -0.344 1.021  0.20
H -0.097 2.189 -1.913  0.33
H -0.189 3.164 -0.907  0.31
O -0.562 2.283 -1.063  -0.66
H 3.024 2.303 -0.553  0.29
H 1.544 1.933 -0.001  0.31
O 2.236 1.770 -0.649  -0.57
H -2.910 2.144 1.519  0.29
H -1.548 2.348 2.069  0.29
O -2.080 1.666 1.641  -0.58

---

A cluster of 5 separate species, C3H17NO4 in total in a non-equilibrium geometry. Source: OMol25; level of theory: ωB97M-V/def2-TZVPD.

Results
Structure (SMILES) ... CCNC.O.O.O.O
ΔE to the lowest compared entry with this formula, charge and spin ... 46.6 kJ/mol
Gap between HOMO and LUMO ... 9.3165 eV

Each line ends with the Mulliken charge.
Element x y z (Å)
C -2.747 0.215 -0.996  -1.35
C -1.594 0.178 -0.034  0.22
N -1.323 -1.190 0.428  -0.33
C -1.150 -1.336 1.856  -0.94
H -2.862 1.165 -1.519  0.37
H -3.685 0.166 -0.433  0.31
H -2.716 -0.683 -1.633  0.32
H -1.828 0.784 0.866  0.37
H -0.783 0.706 -0.561  -0.11
H -0.497 -1.547 -0.054  0.27
H -0.223 -0.974 2.293  0.28
H -1.990 -0.869 2.350  0.37
H -1.214 -2.411 2.101  0.31
H 2.278 0.705 -2.917  0.35
H 1.113 0.441 -2.056  0.27
O 1.714 -0.033 -2.656  -0.72
H 2.491 -1.771 -0.286  0.29
H 2.002 -0.485 -1.040  0.38
O 2.122 -0.896 -0.149  -0.67
H 0.705 0.642 1.902  0.28
H 2.041 0.129 1.192  0.47
O 1.660 0.723 1.883  -0.75
H 2.752 2.576 -0.388  0.29
H 1.804 1.670 0.361  0.34
O 1.929 2.094 -0.511  -0.61

---

A cluster of 7 separate species, C3H18IO6 in total in a non-equilibrium geometry. Source: OMol25; level of theory: ωB97M-V/def2-TZVPD.

Results
Net charge ... -1
ΔE to the lowest compared entry with this formula, charge and spin ... 6.1 kJ/mol
Gap between HOMO and LUMO ... 8.4218 eV

Each line ends with the Mulliken charge.
Element x y z (Å)
I 16.288 -13.778 15.659  -0.57
O 16.999 -12.295 19.024  -0.65
H 17.687 -12.804 19.464  0.30
H 16.518 -12.949 18.482  0.27
O 16.517 -10.396 16.775  -0.66
H 16.131 -11.177 16.338  0.21
H 16.840 -10.742 17.617  0.40
O 19.279 -15.793 14.566  -0.63
H 19.717 -14.968 14.802  0.32
H 18.401 -15.713 14.969  0.27
O 14.233 -11.448 13.661  -0.64
H 13.513 -12.013 13.362  0.30
H 14.840 -12.059 14.116  0.22
O 17.819 -13.209 12.371  -0.66
H 17.719 -13.525 13.286  0.26
H 16.913 -13.070 12.075  0.32
C 14.121 -17.240 17.879  -1.27
C 13.566 -15.940 18.487  0.42
C 14.463 -15.388 19.572  -0.82
O 13.298 -14.990 17.458  -0.48
H 15.098 -17.069 17.430  0.32
H 13.433 -17.542 17.081  0.33
H 14.032 -18.071 18.582  0.40
H 12.581 -16.182 18.902  0.24
H 13.870 -14.846 20.317  0.32
H 15.214 -14.710 19.192  -0.03
H 14.920 -16.191 20.158  0.33
H 14.112 -14.914 16.912  0.18

---

A cluster of 7 separate species, C3H18NO8 in total in a non-equilibrium geometry. Source: OMol25; level of theory: ωB97M-V/def2-TZVPD.

Results
Net charge ... -1
ΔE to the lowest compared entry with this formula, charge and spin ... 0.0 kJ/mol
Gap between HOMO and LUMO ... 9.3639 eV

Each line ends with the Mulliken charge.
Element x y z (Å)
C -0.219 -1.198 -1.292  -0.11
N -0.610 -0.293 -0.249  -0.12
C -0.192 -0.440 1.074  0.51
O 0.636 -1.341 1.295  -0.66
O -0.762 0.299 1.945  -0.97
C -0.966 -0.885 -2.582  -1.43
H 0.833 -1.085 -1.552  0.26
H -0.386 -2.221 -0.989  0.37
H -1.220 0.487 -0.429  0.22
H -0.417 -1.250 -3.454  0.40
H -1.003 0.177 -2.826  0.32
H -1.944 -1.351 -2.649  0.33
H -1.291 3.578 -1.059  0.31
H -0.437 2.930 -0.119  0.37
O -0.375 3.253 -1.074  -0.69
H 1.096 -3.376 2.617  0.29
H 1.648 -3.003 1.306  0.44
O 1.630 -3.760 1.918  -0.66
H 3.473 0.372 -0.353  0.34
H 3.041 -0.622 0.720  0.32
O 3.795 -0.377 0.170  -0.69
H 0.942 1.006 -0.792  0.28
H 1.356 2.034 -1.835  0.26
O 1.699 1.300 -1.317  -0.63
H -0.658 1.791 1.690  0.43
H 0.112 3.135 1.965  0.29
O -0.636 2.794 1.478  -0.77
H -2.533 -0.103 1.820  0.39
H -3.234 -1.268 2.616  0.29
O -3.376 -0.584 1.959  -0.72

---

A cluster of 6 separate species, C3H18O6 in total in a non-equilibrium geometry. Source: OMol25; level of theory: ωB97M-V/def2-TZVPD.

Results
ΔE to the lowest compared entry with this formula, charge and spin ... 167.7 kJ/mol
Gap between HOMO and LUMO ... 6.9588 eV

Each line ends with the Mulliken charge.
Element x y z (Å)
O 0.910 -0.953 -1.122  -0.36
H 0.602 -0.614 -0.197  0.28
H 1.258 -0.191 -1.632  0.44
H 0.129 -1.367 -1.579  0.57
C -1.912 -0.466 2.718  -1.46
C -1.241 -0.333 1.354  0.78
C -1.390 1.110 0.858  -1.15
O 0.100 -0.702 1.389  -1.03
H -2.962 -0.159 2.695  0.36
H -1.457 0.277 3.391  0.34
H -1.709 -1.392 3.254  0.35
H -1.739 -1.012 0.628  0.07
H -0.903 1.180 -0.115  0.13
H -0.974 1.769 1.622  0.30
H -2.447 1.390 0.767  0.45
O 0.469 0.880 -3.088  -0.57
H 0.527 0.793 -4.045  0.26
H 0.376 1.826 -2.931  0.30
O -1.091 -2.187 -2.370  -0.65
H -0.946 -2.930 -2.964  0.29
H -1.771 -1.652 -2.796  0.32
O 2.519 1.356 -0.634  -0.60
H 3.014 1.221 0.194  0.34
H 3.110 1.846 -1.212  0.27
O 2.729 0.413 1.817  -0.73
H 3.031 -0.354 2.308  0.29
H 1.768 0.253 1.689  0.44

---

A cluster of 6 separate species, C3H21N2O5S2 in total in a non-equilibrium geometry. Source: OMol25; level of theory: ωB97M-V/def2-TZVPD.

Results
Net charge ... +1
ΔE to the lowest compared entry with this formula, charge and spin ... 0.0 kJ/mol
Gap between HOMO and LUMO ... 9.6991 eV

Each line ends with the Mulliken charge.
Element x y z (Å)
S 2.266 2.621 0.650  -0.22
S 1.836 1.785 -1.124  -0.08
C 0.129 1.144 -1.067  -0.44
C 0.071 -0.356 -1.164  -0.19
C -1.375 -0.881 -1.261  -0.55
N -1.353 -2.334 -1.197  -0.55
N 0.670 -1.017 0.035  0.12
H 1.866 3.891 0.535  0.16
H -0.385 1.592 -1.916  0.36
H -0.424 1.497 -0.195  0.25
H 0.610 -0.754 -2.026  0.31
H -1.828 -0.468 -2.162  0.41
H -1.968 -0.455 -0.443  0.31
H -1.324 -2.771 -2.105  0.21
H -2.137 -2.728 -0.696  0.21
H 0.325 -1.983 0.014  0.47
H 0.356 -0.584 0.900  0.09
H 1.700 -1.009 0.010  0.25
H 1.784 0.849 3.215  0.29
H 2.251 -0.591 3.657  0.30
O 1.575 -0.082 3.157  -0.63
H 4.021 -0.343 -0.043  0.30
H 4.096 -1.899 0.069  0.29
O 3.502 -1.148 0.185  -0.64
H -2.929 2.005 -3.074  0.29
H -2.034 1.818 -4.302  0.28
O -2.160 1.530 -3.388  -0.59
H -1.503 -1.296 3.398  0.29
H -0.135 -0.566 3.112  0.39
O -1.010 -0.806 2.737  -0.69
H -1.753 0.464 1.788  0.37
H -2.652 1.769 1.567  0.28
O -2.087 1.105 1.130  -0.64